Record 1
The following is a DFT calculation (ωB97M-V with the def2-TZVPD basis set) of a single C3H2O2S molecule in a non-equilibrium geometry.

```
8
C3H2O2S ωB97M-V with the def2-TZVPD basis set
C -0.164 0.289 0.991
C 0.901 -0.377 0.660
C -0.859 0.285 -1.037
O 1.169 -0.753 -0.614
O 0.122 -0.332 -1.555
S -2.232 0.888 -1.534
H -0.663 0.730 1.813
H 1.725 -0.729 1.276
```

Computed properties:
2S+1: 1
E_HOMO: -8.8 eV
molar mass: 102.11 g/mol
relative energy (zero: lowest compared OMol25 entry of this formula, charge and spin): 524.5 kJ/mol
HOMO-LUMO gap: 8.9 eV
total energy: -18067.4406 eV

The net atomic charges from natural (NBO), expressed in e, are:
1. C -0.278
2. C 0.017
3. C 0.176
4. O -0.195
5. O -0.222
6. S 0.025
7. H 0.236
8. H 0.243

=====

Record 2
The following is a DFT calculation (ωB97M-V with the def2-TZVPD basis set) of C60H46Br2ClF3O19SSi2 as an isolated structure in a non-equilibrium geometry.

```
134
C60H46Br2ClF3O19SSi2 ωB97M-V with the def2-TZVPD basis set
C 2.658 7.221 4.271
C 2.099 6.173 4.449
Si 1.334 4.570 4.892
C 0.328 4.854 6.392
C -0.541 4.876 7.220
C 0.318 3.930 3.443
C 0.978 2.705 2.783
C 0.240 2.174 1.570
F 0.483 2.903 0.459
Br 0.903 0.355 1.230
C -1.300 2.069 1.714
F -1.768 1.343 0.675
F -1.885 3.262 1.618
Br -1.871 1.171 3.328
O 2.603 3.503 5.124
Si 2.507 2.339 6.294
Cl 3.143 3.050 8.122
C 0.873 1.459 6.419
C 1.012 0.026 6.869
C 1.802 -0.401 7.841
S 4.034 0.843 5.671
C 5.149 1.731 4.600
O 4.742 0.308 6.811
O 3.402 -0.152 4.829
H 3.355 8.017 4.267
H -1.351 5.003 7.891
H 0.269 4.734 2.711
H -0.689 3.716 3.790
H 1.956 3.015 2.418
H 1.157 1.898 3.482
H 0.282 2.002 7.163
H 0.297 1.535 5.500
H 0.442 -0.709 6.319
H 2.151 -1.421 7.808
H 2.152 0.207 8.663
H 5.797 1.013 4.119
H 5.675 2.518 5.122
H 4.522 2.157 3.819
C -3.366 -0.372 -1.362
C -2.303 -0.428 -2.158
C -2.415 -0.923 -3.553
O -1.441 -0.974 -4.278
C -3.755 -1.351 -4.023
C -4.819 -1.295 -3.226
C -4.706 -0.799 -1.833
O -5.672 -0.740 -1.101
H -3.305 -0.016 -0.343
H -1.317 -0.119 -1.833
H -3.819 -1.710 -5.042
H -5.802 -1.602 -3.553
C -2.610 -6.084 -6.807
C -1.534 -6.271 -7.566
C -0.431 -5.277 -7.597
O 0.550 -5.451 -8.290
C -0.573 -4.065 -6.750
C -1.650 -3.882 -5.989
C -2.749 -4.874 -5.958
O -3.731 -4.706 -5.262
H -3.424 -6.796 -6.772
H -1.413 -7.148 -8.191
H 0.233 -3.356 -6.787
H -1.771 -3.008 -5.362
C -6.029 1.542 -7.847
C -5.992 0.513 -7.005
C -7.081 0.282 -6.024
O -7.047 -0.655 -5.254
C -8.213 1.241 -6.017
C -8.250 2.270 -6.859
C -7.162 2.502 -7.841
O -7.195 3.438 -8.609
H -5.245 1.729 -8.570
H -5.176 -0.199 -6.994
H -8.996 1.053 -5.294
H -9.066 2.982 -6.870
C 3.795 9.613 0.224
C 3.947 9.114 -1.000
C 3.212 7.900 -1.434
O 3.352 7.445 -2.547
C 2.299 7.264 -0.450
C 2.147 7.763 0.774
C 2.883 8.977 1.206
O 2.743 9.431 2.322
H 4.322 10.497 0.561
H 4.607 9.563 -1.732
H 1.772 6.380 -0.786
H 1.489 7.316 1.508
C 8.255 1.192 7.487
C 9.047 0.737 8.454
C 10.338 0.075 8.143
O 11.061 -0.341 9.022
C 10.712 -0.061 6.712
C 9.919 0.394 5.746
C 8.630 1.057 6.059
O 7.905 1.474 5.179
H 7.306 1.673 7.692
H 8.793 0.824 9.502
H 11.657 -0.547 6.507
H 10.171 0.304 4.697
C 2.121 -3.394 -3.236
C 2.812 -3.878 -2.207
C 4.029 -4.703 -2.416
O 4.658 -5.145 -1.480
C 4.445 -4.966 -3.817
C 3.753 -4.483 -4.846
C 2.539 -3.659 -4.634
O 1.908 -3.216 -5.570
H 1.231 -2.790 -3.108
H 2.526 -3.696 -1.178
H 5.334 -5.569 -3.948
H 4.038 -4.664 -5.875
C -7.632 2.736 2.929
C -6.880 2.282 3.928
C -5.660 1.478 3.668
O -4.977 1.062 4.582
C -5.311 1.202 2.255
C -6.062 1.653 1.253
C -7.282 2.459 1.512
O -7.967 2.875 0.604
H -8.525 3.324 3.095
H -7.118 2.473 4.966
H -4.421 0.612 2.088
H -5.825 1.457 0.217
C -3.002 -9.281 -4.302
C -2.280 -9.747 -3.287
C -1.054 -10.551 -3.519
O -0.397 -10.978 -2.596
C -0.664 -10.813 -4.928
C -1.386 -10.346 -5.943
C -2.611 -9.544 -5.709
O -3.268 -9.114 -6.633
H -3.899 -8.692 -4.155
H -2.547 -9.567 -2.254
H 0.234 -11.400 -5.076
H -1.119 -10.525 -6.977
```

Computed properties:
2S+1: 1
E_HOMO: -9.3 eV
molar mass: 1411.50 g/mol
HOMO-LUMO gap: 7.6 eV
total energy: -289209.8742 eV

Mulliken atomic charge list, values in e, 99 entries:
1. C 0.967
2. C -1.707
3. Si 0.049
4. C -0.879
5. C 0.391
6. C -0.579
7. C -1.167
8. C 0.825
9. F -0.323
10. Br -0.106
11. C 0.355
12. F -0.182
13. F -0.231
14. Br -0.072
15. O 0.048
16. Si 0.260
17. Cl -0.363
18. C 0.599
19. C -0.414
20. C -0.819
21. S 1.187
22. C -1.021
23. O -0.615
24. O -0.679
25. H 0.539
26. H 0.437
27. H 0.713
28. H 0.379
29. H 0.413
30. H 0.245
31. H 0.364
32. H -0.416
33. H 0.323
34. H 0.268
35. H 0.256
36. H 0.416
37. H 0.334
38. H 0.253
39. C -0.132
40. C -0.419
41. C 0.213
42. O -0.609
43. C 0.139
44. C -0.923
45. C 0.241
46. O -0.576
47. H 0.390
48. H 0.544
49. H 0.593
50. H 0.582
51. C -0.634
52. C -0.339
53. C 0.334
54. O -0.565
55. C -0.577
56. C 0.101
57. C 0.239
58. O -0.570
59. H 0.630
60. H 0.495
61. H 0.549
62. H 0.373
63. C -0.423
64. C -0.202
65. C 0.425
66. O -0.511
67. C -0.350
68. C -0.381
69. C 0.325
70. O -0.538
71. H 0.420
72. H 0.397
73. H 0.432
74. H 0.401
75. C -0.373
76. C -0.415
77. C 0.376
78. O -0.533
79. C -0.444
80. C -0.200
81. C 0.354
82. O -0.562
83. H 0.419
84. H 0.400
85. H 0.487
86. H 0.469
87. C -0.170
88. C -0.452
89. C 0.333
90. O -0.546
91. C -0.401
92. C -0.346
93. C 0.429
94. O -0.498
95. H 0.410
96. H 0.413
97. H 0.396
98. H 0.418
99. C -0.374

=====

Record 3
The following is a DFT calculation (ωB97M-V with the def2-TZVPD basis set) of a 3-piece molecular cluster, C3H10O3 overall.

```
16
C3H10O3 ωB97M-V with the def2-TZVPD basis set
C -2.697 0.336 0.727
C -1.731 -0.039 -0.356
C -0.633 -0.755 -0.118
O 0.225 -1.142 -1.095
H -2.795 1.425 0.796
H -2.354 0.022 1.712
H -3.694 -0.056 0.532
H -1.932 0.241 -1.385
H -0.363 -1.052 0.894
H 1.108 -1.202 -0.710
H 1.676 2.389 -0.598
H 0.530 1.542 -0.004
O 1.423 1.911 0.189
H 3.409 -0.792 0.408
H 2.316 0.276 0.450
O 2.447 -0.688 0.490
```

Computed properties:
2S+1: 1
E_HOMO: -8.6 eV
molar mass: 94.11 g/mol
relative energy (zero: lowest compared OMol25 entry of this formula, charge and spin): 19.6 kJ/mol
HOMO-LUMO gap: 9.2 eV
SMILES: C/C=C/O.O.O
total energy: -9415.3294 eV

The net atomic charges from natural (NBO), expressed in e, are:
1. C -0.629
2. C -0.308
3. C 0.120
4. O -0.711
5. H 0.207
6. H 0.211
7. H 0.212
8. H 0.205
9. H 0.168
10. H 0.509
11. H 0.480
12. H 0.497
13. O -0.963
14. H 0.478
15. H 0.504
16. O -0.981

=====

Record 4
The following is a DFT calculation (ωB97M-V with the def2-TZVPD basis set) of a single C4H6O2 molecule.

```
12
C4H6O2 ωB97M-V with the def2-TZVPD basis set
C 0.946 0.649 0.787
C 0.423 -0.642 0.160
O -0.987 -0.787 0.652
C -1.697 -0.151 -0.236
O -1.126 0.070 -1.338
C 0.167 -0.634 -1.332
H 1.960 0.852 0.431
H 0.945 0.623 1.882
H 0.951 -1.531 0.515
H -2.738 0.081 -0.065
H 0.309 1.479 0.455
H 0.846 -0.008 -1.911
```

Computed properties:
2S+1: 1
E_HOMO (spin up / spin down): -7.0 / -7.0 eV
molar mass: 86.09 g/mol
relative energy (zero: lowest compared OMol25 entry of this formula, charge and spin): 365.0 kJ/mol
HOMO-LUMO gap (spin up / spin down): 7.7 / 7.7 eV
total energy: -8336.6786 eV

The net atomic charges from natural (NBO), expressed in e, are:
1. C -0.659
2. C 0.033
3. O -0.449
4. C 0.569
5. O -0.371
6. C -0.320
7. H 0.224
8. H 0.215
9. H 0.205
10. H 0.187
11. H 0.205
12. H 0.162

=====

Record 5
The following is a DFT calculation (ωB97M-V with the def2-TZVPD basis set) of a 2-piece molecular cluster, C4H10O2S2 overall in a non-equilibrium geometry.

```
18
C4H10O2S2 ωB97M-V with the def2-TZVPD basis set
C 2.114 1.101 -0.694
C 1.564 0.330 0.397
C -1.056 -0.711 -0.606
C -2.118 -0.195 0.443
O -3.442 -0.011 -0.078
O -1.754 1.036 1.016
S 2.126 -1.245 0.952
S -0.677 -2.369 -0.637
H 1.534 1.275 -1.677
H 2.261 2.109 -0.288
H 3.137 0.748 -0.951
H 0.867 0.810 1.063
H -0.944 0.079 -1.386
H -2.100 -0.906 1.195
H -3.369 0.827 -0.598
H -0.892 0.841 1.457
H 2.743 -1.418 -0.144
H 0.007 -2.300 0.533
```

Computed properties:
2S+1: 1
E_HOMO (spin up / spin down): -7.5 / -8.0 eV
molar mass: 154.26 g/mol
relative energy (zero: lowest compared OMol25 entry of this formula, charge and spin): 480.1 kJ/mol
HOMO-LUMO gap (spin up / spin down): 7.4 / 8.2 eV
total energy: -30071.2520 eV

The net atomic charges from natural (NBO), expressed in e, are:
1. C -0.695
2. C -0.320
3. C -0.412
4. C 0.316
5. O -0.692
6. O -0.715
7. S 0.097
8. S 0.051
9. H 0.232
10. H 0.232
11. H 0.218
12. H 0.173
13. H 0.202
14. H 0.133
15. H 0.470
16. H 0.466
17. H 0.117
18. H 0.128

=====

Record 6
The following is a DFT calculation (ωB97M-V with the def2-TZVPD basis set) of a 2-piece molecular cluster, C4H11ClN3 overall in a non-equilibrium geometry.

```
19
C4H11ClN3 ωB97M-V with the def2-TZVPD basis set
C -2.246 0.493 -1.550
C -0.826 0.989 -0.991
C -0.525 0.323 0.265
C 2.063 0.114 0.393
N 2.022 -2.097 1.061
N 2.015 -0.752 1.298
N -0.737 0.696 1.545
Cl 2.273 -0.411 -1.261
H -2.945 0.519 -0.718
H -2.028 -0.581 -1.772
H -2.439 1.003 -2.455
H -0.174 0.728 -1.806
H -1.038 2.037 -0.910
H -0.662 -0.729 0.232
H 2.211 1.155 0.710
H 2.101 -2.768 1.804
H -0.752 1.659 1.686
H 2.397 -2.534 0.092
H -0.712 0.155 2.376
```

Computed properties:
2S+1: 3
E_HOMO (spin up / spin down): -10.1 / -14.8 eV
molar mass: 136.61 g/mol
relative energy (zero: lowest compared OMol25 entry of this formula, charge and spin): 0.0 kJ/mol
HOMO-LUMO gap (spin up / spin down): 6.6 / 7.3 eV
total charge: +1
total energy: -21307.0305 eV

The net atomic charges from natural (NBO), expressed in e, are:
1. C -0.566
2. C -0.489
3. C 0.048
4. C 0.126
5. N -0.356
6. N -0.295
7. N -0.709
8. Cl 0.071
9. H 0.216
10. H 0.197
11. H 0.230
12. H 0.235
13. H 0.227
14. H 0.175
15. H 0.255
16. H 0.421
17. H 0.388
18. H 0.408
19. H 0.419

=====

Question: What is the total energy in the first record?
Answer: -18067.4406 eV